ORCA calculation (ωB97M-V with the def2-TZVPD basis set) on a cluster of 2 separate species, C6H9Br2N2O2 in total in a non-equilibrium geometry.

Geometry as XYZ:
```
21
Properties=species:S:1:pos:R:3:forces:R:3:nbo_charge:R:1
C 0.043 -0.373 0.326 3.9 -1.0 2.6 0.496
C 1.781 -1.196 1.575 -3.5 1.0 -2.6 0.050
C -1.585 0.714 -1.620 0.0 0.0 0.1 -0.430
C -1.980 -0.634 -1.022 0.1 0.0 -0.2 -0.425
C -0.963 1.623 -0.565 -0.7 0.4 -0.6 -0.239
C -0.756 -1.320 -0.420 0.0 -0.5 -0.9 -0.366
N 2.693 -0.362 1.922 0.0 0.4 0.5 0.275
N -0.001 0.888 0.255 0.1 0.1 0.2 -0.508
O 2.404 0.996 1.723 -0.5 0.1 -0.4 -0.576
O 3.728 -0.625 2.500 0.7 -0.1 0.2 -0.399
Br 1.849 -3.008 1.530 0.1 0.1 0.2 0.281
Br 0.580 -1.868 -1.827 -0.6 0.2 0.5 0.094
H -0.876 0.553 -2.433 0.0 0.0 0.0 0.235
H -2.462 1.208 -2.036 0.1 0.0 0.0 0.256
H -2.717 -0.502 -0.226 0.0 0.0 0.0 0.234
H -2.414 -1.278 -1.786 0.0 0.0 0.1 0.261
H -0.434 2.457 -1.032 0.0 -0.1 0.1 0.244
H -1.724 2.037 0.106 0.1 0.0 0.0 0.233
H -0.988 -2.237 0.122 0.2 0.2 0.1 0.291
H 3.148 1.484 2.127 0.1 -0.5 0.1 0.525
H 0.677 1.445 0.780 0.1 -0.3 0.1 0.467
```
Positions in Å, forces in eV/Å.

Values from the calculation:
* Kohn-Sham gap: 0.291 Ha
* charge: +1
* E_tot: -5641.5722 a.u.